C18H48ClF6NO16S2 | ωB97M-V with the def2-TZVPD basis set

Geometry as XYZ:
```
92
Properties=species:S:1:pos:R:3
Cl -1.94 0.90 0.01
O -2.74 1.00 1.17
O -1.50 -0.46 0.05
O -2.86 0.98 -1.12
O -0.90 1.86 0.01
C 4.31 -0.02 5.89
F 3.49 0.94 5.74
F 5.41 0.39 6.49
F 3.66 -0.96 6.59
S 4.81 -0.71 4.11
O 3.82 -1.69 3.74
O 5.25 0.29 3.17
N 5.88 -2.08 4.13
S 7.32 -1.42 4.48
O 8.28 -2.19 3.75
O 7.46 0.04 4.31
C 7.81 -1.68 6.40
F 7.68 -0.55 7.03
F 6.80 -2.43 6.94
F 8.92 -2.29 6.62
C 2.82 -1.15 -3.29
C 3.05 -2.57 -2.81
O 3.78 -2.70 -1.61
H 1.74 -1.08 -3.44
H 3.36 -1.09 -4.24
H 3.23 -0.26 -2.81
H 3.58 -3.09 -3.60
H 2.08 -3.05 -2.76
H 4.47 -2.06 -1.83
C -3.80 -4.40 -5.30
C -4.89 -5.40 -5.31
O -6.19 -4.82 -5.42
H -4.01 -3.83 -4.39
H -3.75 -3.74 -6.17
H -2.80 -4.81 -5.23
H -4.74 -6.00 -4.41
H -4.59 -6.02 -6.15
H -6.86 -5.44 -5.11
C -0.87 2.71 -7.83
C -0.15 1.56 -8.58
O -0.24 1.90 -9.92
H -1.71 3.16 -8.36
H -0.15 3.49 -7.59
H -1.22 2.27 -6.90
H -0.62 0.58 -8.50
H 0.90 1.42 -8.33
H -1.05 1.62 -10.34
C 5.04 5.51 -0.97
C 6.15 5.00 -1.86
O 7.21 4.44 -1.18
H 4.34 6.20 -1.44
H 5.47 6.17 -0.22
H 4.46 4.68 -0.57
H 6.52 5.84 -2.45
H 5.73 4.26 -2.54
H 8.02 4.93 -1.36
C -0.48 7.23 -3.37
C 0.01 8.32 -4.42
O 1.34 8.56 -4.16
H -0.43 7.56 -2.34
H 0.16 6.35 -3.51
H -1.48 6.88 -3.61
H -0.56 9.24 -4.35
H -0.05 7.93 -5.44
H 1.31 9.22 -3.46
C -2.14 -6.91 1.52
C -0.99 -6.97 0.55
O 0.03 -5.99 0.84
H -1.92 -7.49 2.42
H -2.96 -7.45 1.05
H -2.55 -5.90 1.57
H -1.25 -6.89 -0.50
H -0.53 -7.96 0.47
H -0.45 -5.17 0.68
C -9.05 1.05 6.44
C -8.19 1.26 5.20
O -8.28 2.66 4.94
H -8.49 1.11 7.37
H -9.50 0.06 6.45
H -9.88 1.75 6.36
H -8.70 0.86 4.32
H -7.16 0.90 5.24
H -7.69 2.84 4.20
C -2.87 -1.19 7.16
C -2.89 -2.59 6.39
O -1.97 -2.75 5.34
H -3.85 -1.26 7.64
H -2.91 -0.25 6.60
H -2.10 -0.97 7.90
H -3.84 -2.80 5.89
H -2.65 -3.33 7.15
H -2.32 -2.07 4.76
```

Computed properties:
- ΔE to the lowest compared entry with this formula, charge and spin: 259.5 kJ/mol
- Charge: -2
- Lowest unoccupied orbital energy: 3.23 eV